C9H21AgN4O6 as an isolated structure. Source: the Open Molecules 2025 dataset; level of theory: the ωB97M-V functional and the def2-TZVPD basis.

Cartesian coordinates (Å):
Ag 5.202390 16.568620 19.464250
N 4.507580 19.409400 19.495360
O 4.412550 20.629740 19.388370
O 3.960250 18.729630 20.404920
O 5.263650 18.824000 18.738690
C 2.983920 12.824940 20.591040
C 3.750910 14.007630 21.024970
O 3.664620 15.125200 20.499860
N 4.569590 13.805620 22.103310
C 5.578570 14.758590 22.604180
H 3.332260 12.244520 19.736720
H 1.946470 13.103760 20.406470
H 2.957100 11.998330 21.301030
H 4.586250 12.886890 22.522550
H 6.452750 14.714050 21.954620
H 5.818460 14.568250 23.650280
H 5.186940 15.774800 22.559030
C 1.220670 16.369600 18.525490
C 2.158020 16.252400 17.345330
O 3.378770 16.491600 17.382390
N 1.476820 15.853170 16.285460
C 2.151440 15.599740 14.977950
H 0.206480 16.567980 18.178850
H 1.663970 17.065300 19.237930
H 1.248250 15.373480 18.967190
H 0.652240 15.271880 16.333160
H 2.840950 16.434270 14.850550
H 1.469990 15.856730 14.166970
H 2.705440 14.663100 14.915660
C 8.324150 18.175640 21.372990
C 8.063740 17.289580 20.186450
O 7.294250 16.329350 20.389620
N 8.602810 17.595500 19.024680
C 8.232270 16.908760 17.823730
H 9.382880 18.147330 21.630640
H 7.804030 17.763950 22.237910
H 8.074730 19.236320 21.343880
H 9.209560 18.385080 18.855810
H 8.342630 15.830750 17.941170
H 8.695980 17.216470 16.886500
H 7.158000 17.062860 17.722240

Atomic forces in eV per Å
Ag -0.885 0.083 0.011
N -0.950 2.151 2.153
O -0.402 -1.844 0.307
O 0.423 0.660 -1.247
O 1.161 -1.413 -1.289
C -1.244 -1.415 -0.100
C 1.800 0.287 1.610
O 0.146 -0.094 -0.550
N -0.215 0.084 -0.291
C -0.616 0.108 -0.584
H 0.407 0.876 -0.529
H 0.064 0.075 -0.131
H -0.001 0.411 0.657
H -0.087 0.112 -0.221
H 0.143 0.018 0.309
H 0.000 -0.297 -0.220
H -0.121 -0.060 -0.079
C 0.969 -0.398 0.107
C 0.189 0.279 1.553
O -0.782 -0.026 -0.050
N 0.747 -1.522 -3.620
C 0.267 1.946 0.578
H 0.166 0.352 0.380
H -0.514 0.056 0.050
H -0.142 0.012 0.365
H -0.202 0.629 0.847
H 0.539 -0.275 0.250
H -0.356 -0.972 0.077
H -0.394 -0.018 -0.105
C 0.796 0.033 0.955
C -0.591 1.046 1.552
O -0.129 -0.212 -1.178
N 0.976 0.317 -1.194
C -1.261 -1.235 -0.284
H 0.173 -0.016 -0.060
H -0.043 -0.093 -0.207
H -0.187 -0.066 -0.708
H -0.122 0.075 0.856
H 0.257 0.019 -0.036
H 0.323 0.349 0.547
H -0.302 -0.023 -0.477

Net charge = +1
Spin multiplicity = 2


C9H21AlF4IN6O3P as an isolated structure. Source: the Open Molecules 2025 dataset; level of theory: the ωB97M-V functional and the def2-TZVPD basis.

Cartesian coordinates (Å):
C -4.464086 -0.219870 1.724542
C -3.599011 -1.302373 2.439043
C -3.786503 -2.720052 1.875296
O -3.348626 -2.881685 0.529265
C -1.974992 -3.155479 0.448382
C -1.259254 -1.816735 0.219276
N -1.790872 -1.024564 -0.710725
C -0.985536 0.072885 -0.681333
N -1.168145 1.103068 -1.490741
O -2.233734 0.972283 -2.365054
C -0.393526 2.330537 -1.653645
C 0.679962 2.126301 -2.777363
C 2.107300 1.821291 -2.265350
I 3.528177 2.440488 -3.782015
N -0.008883 -0.045584 0.257940
P 1.326798 0.961311 0.884062
N 0.865371 1.299405 2.534041
O 2.684563 0.044514 1.054791
N -0.212880 -1.293985 0.815233
N 0.538663 -1.868381 1.840653
H -3.854769 0.633545 1.393893
H -5.169426 0.184057 2.465648
H -5.026844 -0.609624 0.867140
H -2.545395 -0.970907 2.445577
H -3.898411 -1.328041 3.499435
H -3.337379 -3.450314 2.572304
H -4.868273 -2.928116 1.872066
H -1.595702 -3.629634 1.371608
H -1.769410 -3.841162 -0.382796
H -1.947924 0.287566 -2.995593
H -0.013870 2.768597 -0.726737
H -1.101238 3.071625 -2.055718
H 0.343739 1.260708 -3.373847
H 0.663022 2.972676 -3.475728
H 2.222003 0.729294 -2.246207
H 2.366420 2.295456 -1.321140
H -0.155285 1.383295 2.514193
H 1.017552 0.434999 3.070481
H 3.063251 0.255662 1.928881
H 0.092252 -2.750735 2.081943
H 1.452175 -2.141121 1.463729
F 8.956705 1.113328 -1.242069
Al 7.518807 1.706745 -1.974864
F 6.214370 1.617120 -0.837049
F 7.128413 0.748073 -3.353589
F 7.740432 3.343537 -2.457860

Atomic forces in eV per Å
C 0.141 0.062 0.510
C -0.188 0.384 -0.168
C -0.736 0.565 0.663
O 0.450 -0.737 0.507
C 0.532 0.600 0.520
C -1.523 -1.008 -1.258
N 1.251 0.780 0.487
C -0.750 -0.319 -0.401
N 0.015 0.417 0.708
O 0.325 -0.152 -0.097
C 0.096 0.546 -1.632
C 0.010 -0.074 0.483
C -0.290 -0.197 -1.206
I -0.151 -0.170 0.491
N 1.456 -0.972 1.613
P 0.906 3.118 -0.134
N -0.020 -1.937 -1.004
O -1.487 -0.050 0.486
N -1.189 -1.469 -0.492
N 0.954 0.195 0.125
H -0.179 -0.322 -0.072
H 0.029 -0.087 -0.429
H 0.240 0.067 0.210
H -0.191 -0.377 -0.049
H 0.173 -0.163 -0.305
H 0.103 0.034 -0.486
H 0.349 0.021 -0.140
H -0.216 -0.014 -0.252
H -0.088 0.339 0.037
H -0.279 0.152 -0.014
H 0.009 -0.600 -0.010
H -0.040 -0.406 0.308
H 0.126 0.355 0.048
H 0.083 -0.054 0.448
H 0.269 0.377 0.473
H 0.068 -0.032 -0.295
H 0.195 0.498 0.233
H -0.035 0.322 0.240
H 0.228 -0.280 -0.293
H -0.287 0.340 0.109
H -0.104 0.281 -0.020
F -0.684 0.233 -0.278
Al 0.150 0.040 -0.063
F 0.401 0.003 -0.445
F 0.062 0.405 0.620
F -0.184 -0.715 0.223


C9H21AlN3O11P2 as an isolated structure. Source: the Open Molecules 2025 dataset; level of theory: the ωB97M-V functional and the def2-TZVPD basis.

Cartesian coordinates (Å):
Al 1.630262 -1.165996 -1.185905
P 0.772300 0.808983 -3.629320
O 0.116844 -0.525618 -3.214850
O 1.387695 0.646466 -5.056957
O 2.101252 0.807728 -2.755553
O -0.103426 2.049260 -3.366783
P 2.977321 -2.640268 -4.028251
O 3.546342 -1.416887 -3.248126
O 1.626477 -3.026860 -3.411303
O 3.958648 -3.781766 -4.266599
O 2.665554 -1.912214 -5.391341
C 0.485670 -2.394626 2.620701
O 0.624674 -1.890129 1.542858
N 1.382714 -2.262792 3.652896
C 1.106436 -2.779242 4.978251
C 2.450003 -1.304041 3.568573
H -0.408130 -2.981372 2.918487
H 0.493220 -3.677292 4.917033
H 0.544192 -2.040735 5.573334
H 2.063304 -2.915316 5.481788
H 2.522266 -1.006377 2.518779
H 2.311502 -0.382051 4.143261
H 3.415792 -1.752037 3.816113
C 0.315486 2.246228 -0.866094
O 0.412196 1.199856 -0.258749
N 0.143906 3.470333 -0.247778
C 0.154355 3.648404 1.179220
C 0.043539 4.662126 -1.068113
H 0.275750 2.306208 -1.976100
H 0.516990 2.749870 1.678162
H -0.849027 3.896845 1.544104
H 0.922904 4.407239 1.385847
H 0.956137 5.254364 -0.910325
H -0.030543 4.387196 -2.118290
H -0.830488 5.215376 -0.703974
C -2.296128 -1.379684 -1.216391
O -1.223565 -1.755026 -0.850933
N -3.189339 -0.683695 -0.450448
C -4.580787 -0.507686 -0.825623
C -2.804738 -0.209587 0.866751
H -2.717988 -1.732278 -2.176525
H -5.048418 -1.485372 -0.656186
H -4.700422 -0.244905 -1.877092
H -4.989686 0.302858 -0.227077
H -1.766134 -0.360994 1.148572
H -2.942384 0.877754 0.849514
H -3.442525 -0.722257 1.600437

Atomic forces in eV per Å
Al 0.142 1.051 -3.391
P 2.821 -2.787 -0.263
O -0.891 0.322 0.826
O -1.157 0.744 -0.353
O -0.611 0.573 1.259
O -0.264 0.220 -1.622
P -2.110 0.626 0.339
O 0.692 -0.460 0.539
O 0.819 -0.639 0.520
O 0.138 0.405 -0.091
O 0.476 -0.084 -0.338
C -0.011 0.386 -0.039
O -0.418 -0.125 0.468
N 0.102 -0.170 0.953
C -0.371 0.824 -0.419
C 0.490 0.176 -1.205
H 0.119 -0.232 -0.084
H 0.260 -0.185 0.101
H 0.028 -0.057 0.074
H -0.095 -0.484 0.071
H -0.019 0.038 0.016
H -0.272 -0.166 0.271
H -0.059 -0.061 0.233
C 0.121 0.221 0.312
O -0.177 -0.223 1.368
N -0.109 -0.267 0.111
C 0.671 -0.065 -0.545
C 0.306 -0.559 0.933
H 0.049 0.065 -0.004
H -0.264 -0.281 -0.255
H 0.138 0.313 0.311
H -0.453 0.368 0.430
H -0.141 0.343 -0.151
H -0.138 -0.110 -0.003
H -0.006 0.357 -0.385
C -0.459 -1.036 -0.561
O 0.458 0.019 0.640
N 0.582 0.723 0.149
C 1.017 -0.628 -0.114
C -0.406 0.286 -0.246
H 0.001 0.465 -0.152
H -0.789 0.354 0.113
H 0.170 -0.010 -0.051
H -0.281 -0.174 0.096
H 0.143 -0.402 -0.641
H -0.227 -0.044 0.513
H -0.015 0.372 0.265

Net charge = -3
Energy relative to the best compared isomer or geometry (same formula, charge and spin) = 50.46 kJ/mol


Ordered energy results: -1172.58304; -2190.86817; -2272.40795; unit a.u..